# 1
17
Properties=species:S:1:pos:R:3 method="wB97M-V/def2-TZVPD" total_charge=+2 orbital_gap_ev=7.20 e_lumo_ev=-9.565 energy_ha=-627.39489
C 3.57000 -2.29130 -1.98562
C 3.19225 -2.52672 -3.12855
H 3.36153 -2.40190 -0.92995
H 3.35008 -2.74052 -4.17458
H 1.16796 -1.58876 -1.79999
O 2.21129 0.47455 -1.17214
Mg -1.28457 -1.39406 -0.13385
O 0.50970 -0.99584 -1.17111
C 1.08110 0.14264 -0.81152
O 0.33294 1.01556 -0.21249
C -0.99301 0.63877 0.40926
C -1.97752 1.70978 -0.01059
H -0.77306 0.75700 1.48034
H -1.64731 2.72318 0.27107
H -2.92933 1.51082 0.50412
H -2.17650 1.69400 -1.09124
Li 1.92538 2.44156 -0.76557

=====

# 2
17
Properties=species:S:1:pos:R:3 method="wB97M-V/def2-TZVPD" relative_energy_ev=2.874 orbital_gap_ev="7.88 / 7.88" e_lumo_ev="-0.801 / -0.802" energy_ha=-1312.70691
C 0.10955 0.12142 -2.62949
C -0.71394 0.45934 3.01143
C -0.97564 0.12917 -1.54840
N 1.43753 -1.82408 0.18186
P -0.01133 0.27912 0.04195
S 0.99377 1.82259 0.43963
S -1.50862 -0.29357 1.60653
H 0.57157 1.10107 -2.89025
H 0.89561 -0.41432 -2.01286
H 0.00780 -0.40948 -3.51142
H 0.19000 -0.04989 3.12913
H -1.22631 0.62717 3.95254
H -0.36053 1.41642 2.60942
H -1.48923 -0.89445 -1.44366
H -1.78991 0.88657 -1.50016
H 1.80442 -1.52403 1.04972
H 2.06527 -1.43304 -0.48597

=====

# 3
8
Properties=species:S:1:pos:R:3 method="wB97M-V/def2-TZVPD" total_charge=+1 relative_energy_ev=0.000 s_squared=0.759 orbital_gap_ev="8.76 / 7.95" e_lumo_ev="-6.925 / -6.875" spin_multiplicity=2 energy_ha=-452.81462
C 1.23111 0.11002 -0.15255
C 0.58714 1.26336 0.20950
H 1.90788 -0.43298 0.51397
F 1.45474 -0.12150 -1.44460
H 0.66341 1.58174 1.25305
H 0.16240 1.91825 -0.55794
O -0.69936 -1.73705 0.46373
Mg -1.48394 -0.03678 0.70815